A structure of composition C31H31N7O4PdS3Si. Source: the OMol25 dataset; level of theory: the ωB97M-V functional and the def2-TZVPD basis.

The geometry in XYZ format:
```
78
C31H31N7O4PdS3Si | the OMol25 dataset | the ωB97M-V functional and the def2-TZVPD basis
Pd 0.19 -0.51 -0.24
C 1.80 3.41 4.98
Si 0.55 2.04 5.02
C -1.13 2.64 4.53
C 0.54 1.22 6.67
C 1.26 0.74 3.79
C 2.41 0.04 4.21
C 3.03 -0.88 3.39
C 2.52 -1.13 2.10
N 1.45 -0.49 1.68
C 0.84 0.42 2.49
S -0.48 1.11 1.67
H 1.52 4.17 5.71
H 1.85 3.90 4.00
H 2.80 3.05 5.24
H -1.53 3.25 5.35
H -1.84 1.82 4.37
H -1.11 3.27 3.64
H 0.09 1.92 7.39
H 1.54 1.00 7.03
H -0.05 0.30 6.69
H 2.81 0.22 5.20
H 3.91 -1.42 3.72
H 2.97 -1.83 1.42
C -2.62 -4.47 2.44
N -2.74 -4.18 1.01
C -3.53 -4.88 0.11
C -3.38 -4.30 -1.08
N -2.48 -3.23 -0.91
C -2.10 -3.18 0.39
S -1.05 -2.12 1.24
C -2.12 -2.37 -1.99
C -3.05 -2.12 -2.98
C -2.65 -1.40 -4.10
C -1.34 -0.98 -4.19
C -0.50 -1.24 -3.13
N -0.88 -1.91 -2.03
H -3.23 -5.35 2.66
H -2.97 -3.63 3.03
H -1.58 -4.68 2.69
H -4.12 -5.73 0.40
H -3.78 -4.56 -2.04
H -4.07 -2.46 -2.87
H -3.37 -1.18 -4.88
H -0.98 -0.44 -5.06
H 0.52 -0.88 -3.14
O 0.54 1.32 -1.52
C -0.70 1.45 -1.69
O -1.49 0.62 -1.11
C -1.27 2.48 -2.57
C -0.56 3.62 -2.91
C -1.12 4.55 -3.77
C -2.37 4.33 -4.32
C -3.05 3.17 -3.99
C -2.53 2.25 -3.11
N -4.36 2.89 -4.61
O -4.83 3.73 -5.34
O -4.86 1.80 -4.39
H 0.43 3.77 -2.50
H -0.57 5.45 -4.02
H -2.82 5.03 -5.01
H -3.10 1.36 -2.86
N 1.50 -3.46 -1.54
C 2.35 -2.42 -1.56
N 2.12 -1.26 -0.98
C 3.23 -0.39 -1.10
C 3.39 0.86 -0.52
C 4.58 1.54 -0.72
C 5.61 0.99 -1.47
C 5.48 -0.26 -2.03
C 4.28 -0.94 -1.83
S 3.88 -2.55 -2.36
H 0.54 -3.27 -1.29
H 1.70 -4.28 -2.08
H 2.59 1.30 0.05
H 4.70 2.52 -0.27
H 6.53 1.55 -1.61
H 6.28 -0.71 -2.61
```

Results
Charge   +2
Multiplicity   5
Orbital gap (alpha / beta)   8.383 / 4.875 eV
ΔE to the lowest compared entry with this formula, charge and spin   3.2 kcal per mole
HOMO level (alpha / beta)   -0.496 / -0.496 Eh